Entry 1:
{
  "formula": "C44H55BF4N2OPS3SbSi3Y",
  "method": "wB97M-V/def2-TZVPD",
  "homo_energy_ev": -5.26,
  "e_tot_ha": -5002.118760,
  "total_charge": -1,
  "e_lumo_ev": 2.02,
  "homo_lumo_gap_ev": 7.278,
  "largest_force_ev_per_a": 2.49,
  "mol_weight_g_mol": 1136.8,
  "elements": ["Y", "C", "Sb", "C", "C", "C", "C", "C", "C", "N", "Si", "C", "C", "C", "C", "C", "C", "C", "C", "C", "N", "Si", "C", "C", "C", "Si", "C", "C", "C", "H", "H", "H", "H", "H", "H", "H", "H", "H", "H", "H", "H", "H", "H", "H", "H", "H", "H", "H", "H", "H", "H", "H", "H", "H", "H", "H", "H", "H", "H", "H", "H", "H", "H", "H", "H", "H", "H", "F", "B", "F", "F", "F", "C", "C", "O", "S", "C", "C", "C", "C", "C", "C", "C", "C", "H", "H", "H", "H", "H", "H", "H", "S", "P", "S", "C", "C", "C", "C", "C", "C", "C", "C", "C", "C", "C", "C", "H", "H", "H", "H", "H", "H", "H", "H", "H", "H"],
  "xyz": [[-10.601, 2.275, 19.279], [-11.694, 7.262, 19.000], [-11.141, 5.270, 18.629], [-10.183, 4.526, 20.434], [-8.958, 5.256, 20.856], [-7.758, 4.499, 21.068], [-6.632, 5.125, 21.557], [-6.665, 6.502, 21.829], [-7.891, 7.123, 21.630], [-8.997, 6.532, 21.192], [-11.288, 4.256, 21.819], [-10.374, 3.677, 23.366], [-12.451, 5.661, 22.204], [-12.413, 2.753, 21.548], [-9.474, 5.451, 17.159], [-8.396, 4.469, 17.537], [-7.047, 4.723, 17.450], [-6.138, 3.668, 17.655], [-6.592, 2.394, 17.838], [-7.931, 2.248, 18.093], [-8.771, 3.223, 17.896], [-10.376, 4.807, 15.472], [-12.140, 5.399, 15.333], [-10.492, 3.023, 15.519], [-9.392, 5.248, 13.924], [-8.909, 7.228, 16.880], [-10.140, 8.177, 15.900], [-7.412, 7.547, 15.797], [-8.427, 8.079, 18.489], [-11.986, 7.229, 20.057], [-12.552, 7.376, 18.329], [-10.989, 8.040, 18.740], [-7.761, 3.464, 20.779], [-5.723, 4.652, 21.704], [-5.833, 7.079, 22.206], [-7.940, 8.207, 21.703], [-9.371, 4.074, 23.498], [-10.226, 2.598, 23.333], [-10.925, 4.002, 24.244], [-11.946, 6.610, 22.349], [-13.123, 5.567, 22.984], [-13.023, 5.853, 21.351], [-11.872, 1.767, 21.501], [-13.107, 2.977, 20.758], [-12.995, 2.736, 22.440], [-6.672, 5.742, 17.415], [-5.115, 3.828, 17.561], [-5.929, 1.550, 17.979], [-8.247, 1.240, 18.512], [-12.713, 4.762, 16.005], [-12.440, 5.094, 14.317], [-12.279, 6.512, 15.538], [-11.150, 2.577, 16.224], [-9.512, 2.501, 15.586], [-10.900, 2.855, 14.537], [-9.134, 6.263, 13.674], [-9.945, 4.816, 13.075], [-8.448, 4.676, 14.077], [-10.345, 7.800, 14.878], [-9.681, 9.123, 15.772], [-11.126, 8.170, 16.417], [-6.482, 7.835, 16.305], [-7.674, 8.383, 15.162], [-7.038, 6.766, 15.152], [-9.070, 7.982, 19.428], [-8.256, 9.128, 18.374], [-7.508, 7.638, 18.856], [-8.461, -0.714, 17.224], [-9.768, -0.549, 16.894], [-9.912, 0.083, 15.660], [-10.472, -1.743, 16.944], [-10.391, 0.433, 17.910], [-6.935, -4.346, 28.210], [-7.330, -3.764, 26.895], [-7.740, -4.383, 25.945], [-6.945, -2.014, 26.713], [-7.522, -1.607, 25.104], [-8.915, -1.514, 24.921], [-9.433, -1.017, 23.707], [-8.557, -0.666, 22.667], [-7.181, -0.741, 22.879], [-6.662, -1.228, 24.054], [-9.031, 0.047, 21.556], [-9.460, 0.853, 20.761], [-6.934, -3.670, 29.077], [-5.942, -4.787, 28.221], [-7.562, -5.174, 28.420], [-9.583, -1.839, 25.661], [-10.525, -0.918, 23.512], [-6.476, -0.358, 22.112], [-5.543, -1.336, 24.247], [-14.796, 4.700, 19.049], [-14.798, 2.782, 18.581], [-13.029, 1.728, 18.292], [-15.836, 1.810, 19.778], [-16.940, 2.262, 20.460], [-17.673, 1.533, 21.333], [-17.302, 0.203, 21.532], [-16.295, -0.345, 20.765], [-15.546, 0.466, 19.908], [-15.721, 2.584, 17.074], [-17.052, 2.983, 17.004], [-17.676, 3.046, 15.770], [-17.007, 2.696, 14.564], [-15.666, 2.282, 14.670], [-15.024, 2.251, 15.898], [-17.260, 3.291, 20.413], [-18.626, 1.871, 21.746], [-17.770, -0.504, 22.267], [-15.954, -1.391, 20.884], [-14.655, 0.009, 19.458], [-17.614, 3.184, 17.894], [-18.733, 3.283, 15.784], [-17.362, 2.654, 13.543], [-15.195, 1.872, 13.831], [-14.046, 1.821, 16.001]],
  "forces_ev_per_a": [[0.132, 0.165, -0.123], [-0.721, 0.114, -0.320], [0.284, -0.772, 0.211], [0.692, 0.309, -1.627], [0.667, -1.872, 0.628], [-0.337, 0.882, -0.390], [-1.179, 1.426, -0.183], [-1.228, -0.276, -0.060], [0.820, 0.456, -0.256], [-0.252, 0.678, -0.127], [-0.377, -0.606, 1.165], [0.559, 0.460, -0.181], [1.846, 0.574, -0.424], [1.074, 0.044, -0.431], [0.165, -0.106, -0.607], [-0.780, 0.238, -0.700], [1.251, -0.115, 0.942], [-1.606, 0.621, -0.945], [0.721, -0.447, 0.788], [0.543, -2.047, 0.329], [-1.990, 0.144, 0.802], [0.612, 1.850, 1.309], [0.194, 0.974, 0.046], [1.576, -0.978, -0.490], [0.356, -1.083, 0.309], [0.571, -0.496, 0.603], [-1.957, -1.201, -0.164], [1.215, -0.126, -0.054], [-1.161, -0.657, 1.699], [0.061, 0.475, -0.424], [-0.199, 0.166, 0.438], [0.204, -0.055, 0.382], [0.065, -0.308, 0.105], [1.537, -1.329, 0.203], [0.154, -0.160, -0.068], [-0.165, -0.002, 0.375], [0.171, 0.294, -0.143], [-0.292, -0.142, 0.123], [-0.248, -0.293, 0.230], [0.558, 0.140, 0.237], [-1.347, -0.575, 1.817], [-1.200, 0.018, -1.614], [-0.641, 0.656, -0.170], [-0.319, -0.446, -0.462], [-0.486, -0.200, 0.872], [-0.100, -0.235, -0.385], [1.716, 0.485, -0.027], [0.021, 0.069, -0.106], [-0.065, 1.359, -0.730], [-0.326, 0.308, 0.246], [-0.092, 0.509, 0.144], [-0.176, -1.600, -0.424], [-0.677, -0.285, 0.659], [-0.726, 0.263, -0.241], [-0.268, -0.670, -0.629], [-0.020, 0.418, 0.161], [0.294, 0.010, 0.168], [-0.379, 0.305, -0.461], [0.314, -0.042, 0.565], [-0.055, 1.367, 0.116], [0.590, 0.664, -0.356], [-0.325, 0.153, 0.384], [-0.005, 0.255, -0.276], [-0.361, -0.517, -0.390], [0.433, -0.009, -1.612], [0.266, 0.865, -0.357], [0.532, -0.131, -0.179], [0.737, 0.117, 0.446], [-1.020, -0.134, -0.633], [0.004, -0.087, 0.266], [0.043, 0.553, 0.236], [0.287, -0.168, -0.229], [0.479, 0.202, 1.023], [0.661, 0.602, -1.569], [-0.185, -0.255, 0.827], [0.288, -0.073, 0.644], [-0.956, 0.161, -0.704], [0.832, 0.693, -2.126], [-0.090, -0.769, 0.278], [0.224, 0.428, 1.169], [1.035, 0.094, -0.703], [1.292, -0.680, 1.634], [-0.218, 0.007, -0.110], [-0.352, 0.443, -0.514], [-0.268, 0.121, -0.518], [0.305, 0.180, -0.594], [-0.920, -0.740, 0.217], [-0.701, -0.240, 1.085], [0.984, -0.119, 0.393], [-0.722, -0.414, 0.464], [-1.630, 0.344, -0.486], [0.113, -0.171, 0.106], [0.262, 0.024, 1.219], [-1.078, 0.103, -0.121], [1.021, -0.725, -0.701], [-0.345, 2.466, -0.105], [-0.925, -2.128, 0.625], [-0.549, -1.465, 0.619], [1.033, -0.260, 0.077], [0.538, -0.973, 0.364], [0.564, 0.199, -1.482], [0.409, -0.399, -0.783], [-0.263, -0.407, -1.171], [1.306, -0.152, 1.367], [-1.474, 0.435, 1.231], [-0.974, -0.300, 0.557], [0.280, 0.435, -0.530], [0.577, 0.343, 0.170], [0.060, 1.076, -0.703], [-0.484, 0.696, 0.034], [-0.491, 0.401, -0.139], [-0.127, 0.240, 0.311], [0.006, 0.153, -0.306], [-0.885, 0.293, 0.298], [0.794, -0.255, -1.209], [0.392, 0.169, -0.140]],
  "mulliken_charge": [-0.19, -1.33, -0.35, 2.89, -1.28, -0.72, -0.73, -0.58, -0.57, -0.29, 0.73, -1.08, -1.50, -0.85, 1.84, -1.73, -0.87, -1.16, -1.27, 0.01, 1.64, 0.62, -0.69, -0.98, -1.06, 0.69, -1.26, -1.61, -1.20, 0.30, 0.41, 0.49, 0.41, 0.59, 0.43, 0.39, 0.31, 0.22, 0.37, 0.38, 0.53, 0.35, 0.42, -0.68, 0.69, 0.31, 0.61, 0.50, -0.03, 0.03, 0.49, 0.21, -0.14, 0.19, 0.72, 0.36, 0.39, 0.26, 0.28, 0.58, 0.21, 0.42, 0.52, 0.40, 0.15, 0.67, 0.35, -0.36, 0.45, -0.37, -0.34, -0.09, -1.16, 0.78, -0.52, -0.23, 0.25, -0.48, -0.51, 0.23, -0.61, -0.32, 0.34, -0.10, 0.33, 0.29, 0.35, 0.45, 0.44, 0.37, 0.27, -0.46, 1.31, -0.82, 0.46, -0.14, -0.79, -0.20, -0.75, -0.39, 0.54, -0.48, -0.60, -0.61, -0.83, -0.44, 0.34, 0.34, 0.29, 0.35, 0.30, 0.34, 0.36, 0.36, 0.50, 0.38]
}

***

Entry 2:
{
  "formula": "C21H20BrNO5",
  "method": "wB97M-V/def2-TZVPD",
  "homo_energy_ev": -8.34,
  "e_tot_ha": -3817.191401,
  "relative_energy_kcal_mol": 0.4,
  "e_lumo_ev": 0.33,
  "homo_lumo_gap_ev": 8.672,
  "largest_force_ev_per_a": 0.86,
  "mol_weight_g_mol": 446.3,
  "smiles": "C=CCN1C(=O)[C@](O)(CC(=O)c2ccc(OC)cc2OC)c2cc(Br)ccc21",
  "elements": ["C", "C", "C", "N", "C", "O", "C", "C", "C", "C", "C", "C", "C", "H", "H", "Br", "H", "O", "H", "C", "C", "O", "C", "C", "C", "C", "C", "C", "O", "C", "H", "H", "H", "H", "O", "C", "H", "H", "H", "H", "H", "H", "H", "H", "H", "H", "H", "H"],
  "xyz": [[3.745, 3.761, 1.681], [4.632, 2.786, 1.640], [4.327, 1.324, 1.801], [2.920, 1.016, 1.779], [2.213, 0.680, 2.906], [2.693, 0.517, 3.997], [0.744, 0.443, 2.481], [0.774, 0.859, 1.029], [-0.244, 0.955, 0.111], [0.109, 1.257, -1.199], [1.417, 1.504, -1.575], [2.433, 1.467, -0.630], [2.098, 1.135, 0.671], [3.448, 1.692, -0.913], [1.647, 1.736, -2.604], [-1.253, 1.283, -2.521], [-1.273, 0.811, 0.396], [-0.148, 1.149, 3.281], [-0.985, 0.647, 3.322], [0.527, -1.096, 2.570], [-0.868, -1.361, 2.033], [-1.819, -0.951, 2.677], [-0.986, -1.967, 0.700], [-0.011, -2.822, 0.177], [-0.089, -3.316, -1.101], [-1.157, -2.950, -1.927], [-2.163, -2.136, -1.422], [-2.102, -1.658, -0.116], [-3.034, -0.844, 0.409], [-4.155, -0.467, -0.358], [-4.747, 0.172, 0.296], [-3.864, 0.096, -1.250], [-4.752, -1.337, -0.647], [-2.995, -1.861, -2.046], [-1.125, -3.434, -3.186], [-2.132, -3.047, -4.095], [-3.115, -3.411, -3.783], [-1.863, -3.510, -5.043], [-2.163, -1.960, -4.217], [0.665, -3.976, -1.495], [0.814, -3.132, 0.798], [0.580, -1.363, 3.627], [1.315, -1.601, 2.018], [4.701, 0.983, 2.774], [4.835, 0.749, 1.017], [5.683, 2.998, 1.497], [4.036, 4.791, 1.570], [2.695, 3.579, 1.835]],
  "forces_ev_per_a": [[-0.014, 0.096, 0.008], [0.065, -0.204, 0.006], [0.071, -0.054, 0.107], [0.450, 0.102, 0.103], [-0.112, -0.097, 0.172], [-0.089, 0.028, 0.218], [0.010, -0.330, -0.236], [0.357, 0.247, -0.008], [0.251, 0.121, -0.026], [-0.094, -0.013, -0.130], [-0.173, -0.021, -0.032], [0.118, -0.087, 0.250], [-0.720, -0.054, -0.470], [0.128, 0.045, -0.021], [-0.009, 0.016, -0.059], [-0.035, 0.102, -0.064], [-0.140, -0.039, 0.005], [-0.089, 0.111, 0.186], [0.198, 0.013, 0.002], [-0.152, 0.256, 0.280], [0.385, -0.178, 0.119], [0.019, -0.012, 0.149], [-0.651, -0.078, -0.206], [-0.200, 0.131, -0.031], [-0.044, -0.091, -0.284], [0.207, 0.025, 0.419], [-0.296, 0.022, -0.246], [0.392, -0.182, 0.139], [0.201, -0.080, -0.018], [-0.226, 0.082, -0.210], [0.015, -0.042, -0.081], [0.003, -0.042, 0.051], [0.033, 0.010, 0.009], [-0.070, 0.048, -0.063], [0.185, -0.060, 0.222], [-0.181, 0.067, -0.160], [0.034, 0.023, 0.004], [-0.060, 0.054, 0.052], [0.007, -0.041, 0.021], [0.101, -0.083, -0.040], [0.108, 0.030, 0.042], [0.007, -0.023, -0.041], [0.003, 0.007, -0.007], [-0.013, -0.043, -0.190], [-0.016, 0.016, 0.095], [0.119, 0.126, -0.032], [0.126, 0.182, -0.012], [-0.211, -0.107, 0.008]],
  "mulliken_charge": [-0.71, -0.17, -1.01, 0.21, -0.10, -0.66, 1.49, 0.15, -0.37, -0.17, -0.78, -0.71, -0.50, 0.45, 0.43, -0.20, 1.00, -0.70, 0.58, -0.83, 0.62, -0.64, 0.37, -0.40, -1.10, 0.53, -0.15, -0.11, -0.38, -0.95, 0.25, 0.30, 0.38, 0.64, -0.47, -0.77, 0.32, 0.24, 0.30, 0.46, 0.52, 0.46, 0.36, 0.48, 0.44, 0.36, 0.30, 0.25]
}